Entry 1:
The following is a quantum chemistry calculation of C3H8N4 in the gas phase in a non-equilibrium geometry, from OMol25.

```
15
Properties=species:S:1:pos:R:3:forces:R:3
H 2.9563 -0.5763 0.0722 -0.1 0.1 0.1
N 2.0811 -1.0700 -0.0718 -0.1 -0.1 -0.4
C 1.1567 -0.3009 -0.4770 -0.2 -0.1 1.2
N 0.9978 1.0105 -0.7611 -0.9 -0.2 -0.8
C -0.3022 1.2553 -0.5534 1.1 1.1 0.2
C -0.9231 1.4554 0.7976 0.0 -0.4 -0.1
N -0.2296 -0.8208 -0.6178 -0.2 -0.4 0.1
N -0.6545 -1.9705 0.1051 0.4 0.0 -0.2
H -0.8327 1.7787 -1.3558 -0.1 0.1 0.0
H -0.7629 2.5003 1.0889 0.0 -0.1 -0.1
H -0.4550 0.8173 1.5461 0.0 0.0 0.0
H -1.9967 1.2846 0.7627 -0.1 0.0 0.0
H -0.4783 -0.9501 -1.5946 0.2 0.0 0.1
H 0.0557 -2.6958 -0.0316 -0.1 0.1 0.1
H -0.6126 -1.7176 1.0907 0.0 -0.1 -0.2
```
Positions in Å, forces in eV/Å.

As for the molar mass: 100.125 g/mol. The HOMO-LUMO gap is 8.860 eV. The calculation puts the HOMO energy at -8.369 eV. The value obtained for the LUMO energy is 0.49 eV. Its total energy is -338.022757 Ha. Its SMILES is [H]/N=C(\N=C/C)NN.

=====

Entry 2:
The following is a quantum chemistry calculation of a molecular structure, C3H8N4 in a non-equilibrium geometry, from OMol25.

```
15
Properties=species:S:1:pos:R:3:forces:R:3
C 0.1807 -0.2635 1.1899 -0.9 -2.3 -1.0
C 1.2066 0.5357 2.0377 -4.6 2.6 -1.6
C -1.5371 -0.4117 -2.2354 -1.4 -1.4 3.3
N -1.2782 0.1173 1.2464 -0.3 1.1 0.1
N -1.8002 0.1296 0.1311 -0.9 0.3 -0.2
N 0.5107 -0.3510 -0.2143 -1.7 0.0 -1.8
N -1.0815 0.0154 -0.9518 3.4 0.4 3.8
H -0.0518 -1.3485 1.5225 1.5 1.4 0.1
H 1.1888 1.6206 1.6476 0.3 -1.6 0.4
H 2.1216 0.1193 1.9328 2.9 -1.2 0.1
H 0.7932 0.6131 3.0246 0.3 -0.3 0.7
H -1.6364 0.4111 -2.8338 0.0 1.5 -2.2
H -0.9504 -1.2224 -2.4510 2.1 -1.5 -1.7
H -2.4552 -0.9543 -2.0495 -0.8 0.4 -0.2
H 0.9671 0.4812 -0.5485 0.3 0.5 0.2
```
Positions in Å, forces in eV/Å.

As for the molar mass: 100.125 g/mol. The HOMO-LUMO gap is 9.375 eV. The calculation puts the HOMO energy at -8.572 eV. The value obtained for the LUMO energy is 0.80 eV. Its total energy is -337.971051 Ha.

=====

Entry 3:
The following is a quantum chemistry calculation of C3H8N4O in the gas phase in a non-equilibrium geometry, from OMol25.

```
16
Properties=species:S:1:pos:R:3:forces:R:3
H -3.2737 -1.0536 0.0201 -0.3 0.2 -0.5
N -2.2680 -0.9968 0.0445 1.2 1.6 0.1
C -1.8582 0.2155 -0.1889 -1.4 -2.1 0.7
N -0.5734 0.6548 -0.0163 0.2 0.0 0.2
N -0.4370 2.0542 0.0186 1.6 1.0 -0.6
C 0.5991 -0.1164 -0.0396 -0.1 0.4 0.2
C 0.5691 -1.5744 0.0524 0.0 -0.8 -1.2
N 1.6520 0.5779 -0.0863 1.5 0.1 0.1
O 2.8740 -0.1897 -0.0316 -2.4 -0.5 0.0
H -2.5408 1.0091 -0.4698 0.1 0.4 0.1
H 0.5617 2.2328 -0.2796 -1.5 -0.2 0.1
H -0.4478 2.4442 0.9713 -0.2 -0.8 -0.2
H 1.4764 -2.0239 -0.3521 0.2 0.4 0.3
H -0.2278 -1.9587 -0.5799 -0.3 -0.1 0.6
H 0.4719 -1.8251 1.0930 -0.4 -0.5 0.3
H 3.4224 0.5502 -0.1559 1.7 1.1 -0.2
```
Positions in Å, forces in eV/Å.

As for the molar mass: 116.124 g/mol. The HOMO-LUMO gap is 9.456 eV. The calculation puts the HOMO energy at -8.535 eV. The value obtained for the LUMO energy is 0.92 eV. Its total energy is -413.271950 Ha. Its SMILES is [H]/N=C/N(N)/C(C)=N/O.

=====

Entry 4:
The following is a quantum chemistry calculation of C3H8N4O in the gas phase in a non-equilibrium geometry, from OMol25.

```
16
Properties=species:S:1:pos:R:3:forces:R:3
H -0.9757 -1.7202 1.3468 -0.1 0.1 -0.1
N -1.4722 -0.8724 1.0761 1.5 0.9 -1.1
C -0.8075 -0.1085 0.2679 0.0 0.1 -0.8
C -1.4512 1.1794 -0.1981 -1.0 -0.1 0.0
O -2.8386 1.0753 -0.0082 0.2 0.2 0.4
N 0.5062 -0.2194 -0.2397 -0.2 -1.3 1.7
N 0.9863 0.4542 -1.3386 -1.0 3.1 -1.0
C 1.4210 -1.0111 0.3905 2.1 0.8 -1.8
N 2.6130 -1.0723 -0.0946 -0.8 -0.5 0.5
H 3.1464 -1.7280 0.4634 0.3 0.1 0.1
H -1.2473 1.5275 -1.2124 0.0 -0.9 -0.2
H -1.0181 1.9835 0.3863 0.2 0.3 0.7
H -2.8972 0.4571 0.7465 -0.4 0.1 -0.3
H 1.0770 1.4974 -1.1288 0.4 -2.1 -0.4
H 1.8344 0.0352 -1.7260 -0.3 0.1 0.8
H 1.1234 -1.4776 1.2690 -0.8 -0.9 1.5
```
Positions in Å, forces in eV/Å.

As for the molar mass: 116.124 g/mol. The HOMO-LUMO gap is 9.616 eV. The calculation puts the HOMO energy at -8.955 eV. The value obtained for the LUMO energy is 0.66 eV. Its total energy is -413.309989 Ha. Its SMILES is [H]/N=C(/CO)N(N)/C=N/[H].

=====

Entry 5:
The following is a quantum chemistry calculation of 2 unconnected molecules or ions with the total composition C3H8N4O in a non-equilibrium geometry, from OMol25.

```
16
Properties=species:S:1:pos:R:3:forces:R:3
C 2.8320 -0.6315 0.0267 2.5 -2.8 2.4
C 0.0491 1.5466 0.0531 2.1 1.3 -2.3
C -1.7739 -0.3129 -0.2194 3.6 -0.8 5.8
H 3.4171 0.3440 0.2402 -1.4 -1.3 -1.5
H 2.9465 -1.0110 1.1530 -0.2 0.1 -2.2
H 3.5851 -1.4729 -0.6577 -2.6 2.7 1.8
H 0.5737 -1.1334 0.2256 2.8 1.9 -1.2
H 0.3407 2.7620 -0.1168 -2.2 -3.2 0.9
H -1.8928 1.5922 -0.8559 1.6 -1.4 4.1
H -4.0522 0.1581 0.7758 4.1 -2.5 -3.7
H -3.1595 -1.5661 -0.0362 -1.2 2.2 0.0
N 1.3869 -0.5788 -0.3111 1.2 3.7 0.3
N 1.1894 1.0069 -0.2423 -2.1 -3.6 1.1
N -1.3838 1.0259 0.1337 -0.9 2.7 -5.9
N -3.1901 -0.4928 -0.1735 -0.5 -1.2 2.0
O -0.8683 -1.2363 0.0047 -6.6 2.1 -1.9
```
Positions in Å, forces in eV/Å.

As for the molar mass: 116.124 g/mol. The HOMO-LUMO gap is 7.047 eV. The calculation puts the HOMO energy at -8.103 eV. The value obtained for the LUMO energy is -1.06 eV. Its total energy is -413.077773 Ha.

=====

Entry 6:
The following is a quantum chemistry calculation of C3H8N4O in the gas phase in a non-equilibrium geometry, from OMol25.

```
16
Properties=species:S:1:pos:R:3:forces:R:3
H 0.7981 2.1751 -0.6957 0.1 -0.2 0.0
N 0.0667 1.5229 -0.4289 0.1 0.3 0.5
C 0.4870 0.3547 -0.2016 0.5 -0.4 -1.6
N 1.8049 -0.2429 -0.5118 1.0 1.4 -0.1
N 2.7932 -0.2076 0.5165 -0.1 0.2 0.3
N -0.2112 -0.7898 0.0628 2.3 -1.3 -0.6
C -1.5809 -0.9996 0.0976 0.0 -0.5 0.9
C -2.4525 0.2252 0.0780 0.0 -0.1 -0.1
O -1.9951 -2.1276 0.2462 -0.2 0.1 -0.4
H 2.2116 0.1935 -1.3365 -0.1 0.0 0.2
H 2.5736 -0.9342 1.1907 0.0 0.0 -0.1
H 2.7671 0.6843 1.0076 0.0 -0.1 0.0
H 0.6947 -1.4557 -0.2466 -3.6 0.6 1.0
H -2.3191 0.7565 -0.8630 -0.1 0.0 0.0
H -2.1530 0.9243 0.8569 0.1 0.0 0.0
H -3.4849 -0.0792 0.2277 0.0 -0.1 -0.1
```
Positions in Å, forces in eV/Å.

As for the molar mass: 116.124 g/mol. The HOMO-LUMO gap is 10.395 eV. The calculation puts the HOMO energy at -9.828 eV. The value obtained for the LUMO energy is 0.57 eV. Its total energy is -413.317037 Ha. Its SMILES is [H]/N=C(\NN)NC(C)=O.

=====

Entry 7:
The following is a quantum chemistry calculation of a molecular structure, C3H8N4O in a non-equilibrium geometry, from OMol25.

```
16
Properties=species:S:1:pos:R:3:forces:R:3
C 1.6718 0.2278 -0.1085 -0.8 4.2 2.1
C -0.5943 -0.9716 -0.5353 0.8 5.6 -0.6
C -1.4731 -0.7039 0.6205 2.5 -2.8 1.0
H 2.8569 -0.6592 1.1278 2.3 2.1 -4.4
H 3.6887 0.7941 -0.2270 -2.1 -3.4 1.6
H 0.2412 1.8048 0.4025 4.3 -1.6 -0.9
H 1.1665 -1.8913 -0.2075 -0.4 4.6 0.7
H -0.7750 -1.8685 -1.0051 -0.1 -2.1 -0.9
H -0.5626 -0.1464 -1.3020 -1.6 -0.9 0.3
H -1.0950 -1.2084 1.5842 -1.4 0.7 -1.3
H -3.3728 1.1777 -0.5450 1.3 -0.3 0.0
N 3.1003 -0.2053 -0.0915 -2.2 1.1 3.1
N 1.4244 1.5316 0.2473 -3.1 -2.7 -1.3
N 0.7372 -0.7845 -0.0762 4.6 -7.2 -0.1
N -2.4255 0.0647 0.5910 -2.1 1.7 2.1
O -2.4537 0.8048 -0.5480 -2.2 0.9 -1.4
```
Positions in Å, forces in eV/Å.

As for the molar mass: 116.124 g/mol. The HOMO-LUMO gap is 9.184 eV. The calculation puts the HOMO energy at -8.787 eV. The value obtained for the LUMO energy is 0.40 eV. Its total energy is -413.141029 Ha.

=====

Entry 8:
The following is a quantum chemistry calculation of C3H8N4O in the gas phase in a non-equilibrium geometry, from OMol25.

```
16
Properties=species:S:1:pos:R:3:forces:R:3
C 0.6561 0.7357 -0.2611 -0.2 -0.9 1.2
C 0.6339 -0.6784 0.0498 -0.3 0.9 0.1
C -0.7061 0.0134 -0.0118 0.5 0.5 -0.6
N 1.2718 -1.6262 0.7259 0.0 0.2 -0.2
N -1.3755 0.1087 1.2579 0.2 0.0 0.0
N -1.6570 -0.1009 -1.0724 0.0 -0.1 0.1
O 1.0579 1.7751 0.5959 -0.1 0.0 -0.5
N 1.2125 0.4169 -1.5031 -0.1 -0.1 0.1
H 1.7432 2.2685 0.1254 -0.1 -0.1 0.0
H 0.7426 -2.3727 1.1554 0.3 -0.1 -0.4
H 2.2269 -1.4629 1.0179 -0.3 -0.1 0.1
H -2.2181 0.6592 1.1332 0.1 0.0 0.0
H -0.7895 0.5859 1.9343 0.0 0.0 0.0
H -1.1782 -0.1881 -1.9613 0.0 0.0 0.1
H -2.2333 -0.9262 -0.9391 0.0 0.0 0.0
H 0.6128 0.7918 -2.2468 0.0 -0.3 -0.1
```
Positions in Å, forces in eV/Å.

As for the molar mass: 116.124 g/mol. The HOMO-LUMO gap is 8.848 eV. The calculation puts the HOMO energy at -8.219 eV. The value obtained for the LUMO energy is 0.63 eV. Its total energy is -413.240667 Ha.

=====

Quick rundown of relative energy (zero: lowest compared OMol25 entry of this formula, charge and spin), same order as above: 82.2 114.7 90.4 66.6 212.3 62.1 172.6 110.1 kcal per mole